No. 1
Molecular formula: C4H6N2O
Method: DFT, ωB97M-V/def2-TZVPD

Output
LUMO energy, eV: 0.73
Relative energy (zero: lowest compared OMol25 entry of this formula, charge and spin), kcal per mole: 85.16
Highest occupied orbital energy, eV: -8.14
SMILES: Cc1ncc(N)o1
E_tot, eV: -9269.809

The geometry in XYZ format:
```
13
Properties=species:S:1:pos:R:3:forces:R:3:nbo_charge:R:1
C -2.156703 -0.556088 -0.087087 -5.853 2.283 0.988 -0.67
C -0.904802 0.090918 0.251360 -1.749 2.673 -2.620 0.43
N -0.665433 1.383983 0.066562 2.798 -2.648 1.300 -0.42
C 0.839539 1.346550 0.031010 -4.169 0.600 -0.450 -0.21
C 1.151851 0.072452 -0.044656 0.541 -1.702 1.480 0.39
N 2.266363 -0.643780 -0.010510 6.799 4.092 -5.543 -0.81
O 0.088244 -0.786861 0.095064 0.946 1.845 0.507 -0.42
H -2.992231 0.319156 -0.638384 2.929 -2.779 1.297 0.23
H -2.824164 -0.719197 0.894317 1.555 -0.536 -2.174 0.24
H -1.944779 -1.420786 -0.740860 -0.736 0.358 0.608 0.24
H 1.381509 2.244478 -0.014003 0.727 0.637 -0.028 0.22
H 2.501591 -1.285377 0.639507 0.462 -2.205 2.605 0.39
H 3.259016 -0.045454 -0.442324 -4.250 -2.617 2.029 0.38
```
Forces are in eV/Å.

---

No. 2
Molecular formula: C4H6N2O
Method: DFT, ωB97M-V/def2-TZVPD

Output
LUMO energy, eV: 0.67
Relative energy (zero: lowest compared OMol25 entry of this formula, charge and spin), kcal per mole: 50.62
Highest occupied orbital energy, eV: -9.29
SMILES: c1cn[nH]c1.C=O
E_tot, eV: -9271.307

The geometry in XYZ format:
```
13
Properties=species:S:1:pos:R:3:forces:R:3:nbo_charge:R:1
C 0.739335 -0.608020 0.221483 0.076 0.006 -0.019 -0.34
C 0.117638 0.589713 -0.194076 -0.071 0.114 -0.045 -0.06
N 0.986259 1.474858 -0.652005 0.000 -0.148 0.047 -0.27
N 2.165732 0.858140 -0.539050 0.292 0.017 -0.066 -0.33
C 2.072292 -0.390520 -0.026075 0.017 0.055 -0.027 -0.06
H 0.279003 -1.493262 0.629545 0.053 0.161 -0.091 0.25
H -0.924133 0.857947 -0.201132 0.214 -0.028 0.000 0.19
H 2.988341 1.339787 -0.853698 0.045 -0.057 0.039 0.40
H 2.941337 -1.017161 0.106582 -0.079 0.086 0.012 0.22
C -2.848687 -0.396543 0.381236 0.242 -0.567 -0.019 0.28
O -2.122560 -1.359361 0.336740 -0.646 0.557 0.112 -0.50
H -3.861761 -0.414665 -0.051732 -0.052 -0.036 0.005 0.11
H -2.532796 0.559081 0.842186 -0.092 -0.161 0.054 0.11
```
Forces are in eV/Å.

---

No. 3
Molecular formula: C4H6N2O
Method: DFT, ωB97M-V/def2-TZVPD

Output
LUMO energy, eV: 0.97
Relative energy (zero: lowest compared OMol25 entry of this formula, charge and spin), kcal per mole: 58.46
Highest occupied orbital energy, eV: -8.79
SMILES: COc1cc[nH]n1
E_tot, eV: -9270.967

The geometry in XYZ format:
```
13
Properties=species:S:1:pos:R:3:forces:R:3:nbo_charge:R:1
C 0.018252 -1.999718 -1.117915 -0.926 0.321 -1.374 -0.27
O 0.864225 -0.833849 -1.138498 -1.881 0.661 1.040 -0.50
C 0.434428 0.169988 -0.248059 0.674 -2.147 -1.127 0.41
C -0.755071 0.326638 0.561153 0.987 -0.322 -1.015 -0.41
C -0.530568 1.545879 1.153724 1.731 -1.886 -0.911 -0.03
N 0.755476 1.872291 0.852358 0.432 4.822 0.290 -0.34
N 1.316675 1.113806 -0.095012 -0.269 -0.107 0.545 -0.29
H 0.273697 -2.528834 -0.171761 -0.323 -0.316 -0.954 0.19
H 0.270972 -2.553747 -2.155247 -0.740 0.949 2.791 0.21
H -1.141123 -1.695824 -1.069591 2.521 -0.750 -0.385 0.17
H -1.526364 -0.411972 0.728831 -0.092 0.446 -0.165 0.24
H -1.140246 2.110474 1.759527 -0.971 1.147 1.378 0.21
H 1.159647 2.884868 0.940490 -1.144 -2.819 -0.113 0.41
```
Forces are in eV/Å.

---

No. 4
Molecular formula: C4H6N2O
Method: DFT, ωB97M-V/def2-TZVPD

Output
LUMO energy, eV: 0.40
Relative energy (zero: lowest compared OMol25 entry of this formula, charge and spin), kcal per mole: 139.61
Highest occupied orbital energy, eV: -8.10
E_tot, eV: -9267.448

The geometry in XYZ format:
```
13
Properties=species:S:1:pos:R:3:forces:R:3:nbo_charge:R:1
C -2.315065 0.286225 -0.094457 -0.037 -0.013 -0.006 -0.25
O -1.442263 -0.191428 0.980172 -0.545 0.150 0.126 -0.33
C -0.038550 -0.100955 0.692285 0.347 0.506 0.089 0.46
N -0.346663 1.062155 1.156692 0.297 -0.504 -0.203 -0.13
N 2.244012 0.915598 -0.239330 0.149 -0.432 -0.145 -0.69
C 2.071352 -0.353975 -0.324910 -0.199 0.036 0.069 0.12
C 0.848819 -0.967746 0.164547 -0.019 0.263 -0.046 -0.54
H -3.114814 -0.447595 -0.215450 0.220 0.034 0.038 0.20
H -2.700527 1.243975 0.253767 -0.075 -0.169 -0.130 0.21
H -1.736767 0.427208 -1.011026 -0.071 -0.154 0.191 0.21
H 3.110423 1.196103 -0.693795 -0.012 -0.031 0.137 0.34
H 2.779954 -1.043119 -0.804752 -0.006 0.209 0.077 0.16
H 0.640090 -2.026443 0.136256 -0.048 0.105 -0.198 0.24
```
Forces are in eV/Å.

---

No. 5
Molecular formula: C4H6N2O
Method: DFT, ωB97M-V/def2-TZVPD

Output
LUMO energy, eV: 0.91
Relative energy (zero: lowest compared OMol25 entry of this formula, charge and spin), kcal per mole: 23.47
Highest occupied orbital energy, eV: -7.65
SMILES: Nc1[nH]ccc1O
E_tot, eV: -9272.484

The geometry in XYZ format:
```
13
Properties=species:S:1:pos:R:3:forces:R:3:nbo_charge:R:1
N 1.933842 0.824732 -0.231377 0.087 -0.168 0.039 -0.83
C 0.594954 0.389136 -0.135155 -0.190 -0.132 0.129 0.20
N -0.440330 1.294406 -0.123951 0.054 -0.012 -0.028 -0.51
C -1.627362 0.649403 0.095553 -0.019 0.013 0.035 -0.07
C -1.357904 -0.688296 0.240918 -0.017 -0.080 0.098 -0.36
C 0.040373 -0.851714 0.058156 -0.041 0.363 -0.021 0.17
O 0.752233 -2.028239 0.073391 -0.108 -0.105 0.014 -0.69
H 2.499534 0.064873 -0.597990 -0.028 0.151 -0.045 0.38
H 2.293823 1.024103 0.700821 0.003 0.027 -0.204 0.37
H -0.324694 2.267753 -0.350715 0.004 -0.102 0.065 0.42
H -2.563762 1.186195 0.120993 0.138 -0.056 0.076 0.21
H -2.031509 -1.464032 0.576835 -0.102 0.089 -0.316 0.22
H 0.230805 -2.668322 -0.427482 0.219 0.013 0.158 0.48
```
Forces are in eV/Å.

---

No. 6
Molecular formula: C4H6N2O
Method: DFT, ωB97M-V/def2-TZVPD

Output
LUMO energy, eV: 0.71
Relative energy (zero: lowest compared OMol25 entry of this formula, charge and spin), kcal per mole: 64.47
Highest occupied orbital energy, eV: -9.05
E_tot, eV: -9270.706

The geometry in XYZ format:
```
13
Properties=species:S:1:pos:R:3:forces:R:3:nbo_charge:R:1
C -1.887207 -0.242516 0.457928 -0.105 -0.010 0.072 -0.60
C -0.510680 1.076150 -1.097268 0.267 -0.274 0.187 0.31
C -0.802099 -0.335469 -0.624158 -0.207 0.061 -0.070 -0.25
N 0.434197 -0.887657 -0.066273 0.276 0.369 -0.025 -0.50
C 1.255092 0.065619 -0.136728 -0.080 -0.275 0.077 0.64
N 2.563177 0.159926 0.216834 -0.044 0.002 0.062 -0.81
O 0.746042 1.258193 -0.731405 -0.173 0.057 -0.121 -0.49
H -2.847889 0.052620 0.029234 0.150 -0.026 0.047 0.22
H -1.986456 -1.210923 0.953602 -0.001 0.111 -0.105 0.23
H -1.599357 0.499318 1.211413 -0.066 -0.120 -0.086 0.21
H -1.161041 -0.948763 -1.460887 0.043 0.116 0.089 0.23
H 2.898519 1.087983 0.426046 -0.015 -0.094 -0.072 0.40
H 2.897704 -0.574480 0.821661 -0.044 0.082 -0.056 0.41
```
Forces are in eV/Å.

---

No. 7
Molecular formula: C4H6N2O
Method: DFT, ωB97M-V/def2-TZVPD

Output
LUMO energy, eV: -0.07
Relative energy (zero: lowest compared OMol25 entry of this formula, charge and spin), kcal per mole: 97.65
Highest occupied orbital energy, eV: -7.90
E_tot, eV: -9269.267

The geometry in XYZ format:
```
13
Properties=species:S:1:pos:R:3:forces:R:3:nbo_charge:R:1
C 0.761891 0.339350 2.029123 0.236 0.014 0.237 -0.26
O -0.325997 0.368596 1.121309 -0.120 -0.022 -0.110 -0.52
C 0.087964 0.175526 -0.189564 0.105 0.011 -0.100 0.09
C 0.739255 -1.152907 -0.587365 -0.267 0.079 -0.276 0.09
N 0.090599 -1.540436 -1.726141 0.144 0.062 0.270 -0.60
C -0.920380 -0.692559 -1.956114 -0.122 0.234 0.072 0.36
N -1.047247 0.299255 -1.095390 0.026 -0.194 -0.142 -0.55
H 1.222570 -0.652277 2.059030 -0.061 0.138 0.006 0.20
H 0.356803 0.605439 3.007221 0.062 -0.062 -0.143 0.19
H 1.528900 1.074376 1.741412 -0.121 -0.093 0.049 0.17
H 0.843741 0.933428 -0.490175 -0.053 -0.074 0.029 0.19
H -1.602409 -0.793966 -2.798656 0.075 -0.004 0.136 0.20
H -1.735690 1.036175 -1.114692 0.097 -0.088 -0.030 0.42
```
Forces are in eV/Å.

---

No. 8
Molecular formula: C4H6N2O
Method: DFT, ωB97M-V/def2-TZVPD

Output
LUMO energy, eV: 0.71
Relative energy (zero: lowest compared OMol25 entry of this formula, charge and spin), kcal per mole: 31.14
Highest occupied orbital energy, eV: -10.68
SMILES: [H]/N=C/OCCC#N
E_tot, eV: -9272.151

The geometry in XYZ format:
```
13
Properties=species:S:1:pos:R:3:forces:R:3:nbo_charge:R:1
H -0.432605 0.851791 -3.334811 0.010 0.005 0.098 0.36
N -0.471006 0.735195 -2.325916 0.345 -0.016 0.061 -0.72
C 0.693239 0.631753 -1.847639 -0.162 0.040 -0.176 0.41
O 0.953568 0.447484 -0.541276 0.025 -0.011 -0.043 -0.51
C -0.160009 0.329163 0.343366 -0.188 0.008 0.095 -0.07
C 0.207918 -0.761347 1.348033 0.056 -0.018 -0.017 -0.53
C -0.859113 -0.961640 2.332172 -0.714 -0.122 0.660 0.28
N -1.711025 -1.108587 3.100066 0.824 0.153 -0.747 -0.31
H 1.639549 0.669199 -2.394107 -0.149 0.007 0.026 0.16
H -1.062619 0.077780 -0.217479 0.128 0.000 0.108 0.23
H -0.316378 1.288322 0.848401 0.016 -0.127 -0.095 0.19
H 0.385357 -1.703332 0.818439 -0.043 0.121 0.088 0.25
H 1.133124 -0.495780 1.870750 -0.148 -0.040 -0.059 0.25
```
Forces are in eV/Å.